Entry 1:
Formula: C47H76AsKN4O3S6Si4
Source: the OMol25 dataset
Level of theory: ωB97M-V/def2-TZVPD

## Properties
* ΔE to the lowest compared entry with this formula, charge and spin: 7.40 kcal per mole
* charge: -2
* lowest unoccupied orbital energy: 3.16 eV
* Kohn-Sham gap: 0.18929 Eh
* highest occupied orbital energy: -0.073 Eh

Last column: Mulliken charge in e.
Atoms and positions in Å:
1 K 0.15942 -0.31450 0.53749  1.12
2 O -0.37746 0.86346 2.69765  -0.03
3 S -0.77908 0.59054 4.11488  0.59
4 C 0.70166 0.32520 5.10993  -0.50
5 C 1.81057 1.35847 5.00982  -1.65
6 C 2.50042 1.42710 3.64627  1.03
7 C 3.19404 0.12756 3.27494  -0.61
8 S 3.74708 0.08467 1.54995  -0.02
9 O 2.54020 0.38747 0.72650  0.15
10 C 4.69868 1.60859 1.53983  0.32
11 C 4.31039 2.59708 0.65088  -0.23
12 C 5.04738 3.77137 0.57753  -0.98
13 C 6.15985 3.94864 1.38722  -0.57
14 C 6.54987 2.94300 2.26465  -0.60
15 C 5.82591 1.76400 2.33624  -0.78
16 C -1.21760 2.22383 4.74789  0.34
17 C -1.47806 3.22485 3.82647  -0.67
18 C -1.88590 4.47556 4.27107  -1.25
19 C -2.04171 4.72029 5.62740  -0.53
20 C -1.81070 3.70157 6.54443  -0.72
21 C -1.40970 2.44946 6.10666  -0.78
22 H 1.02574 -0.67261 4.81480  0.00
23 H 0.33067 0.22550 6.13108  0.68
24 H 2.55291 1.09890 5.77339  0.51
25 H 1.43087 2.35203 5.26527  0.41
26 H 3.23595 2.23641 3.66955  0.68
27 H 1.76475 1.65382 2.87461  -0.92
28 H 2.51917 -0.73233 3.33640  0.30
29 H 4.06673 -0.08992 3.89750  0.56
30 H 3.44578 2.42146 0.02009  0.77
31 H 4.75605 4.54275 -0.12457  0.49
32 H 6.73349 4.86501 1.32671  0.38
33 H 7.42455 3.07688 2.88876  0.39
34 H 6.13597 0.97275 3.00909  0.41
35 H -1.40809 2.98355 2.77250  1.16
36 H -2.10469 5.25408 3.54993  0.45
37 H -2.36268 5.69603 5.97124  0.38
38 H -1.95086 3.88111 7.60331  0.38
39 H -1.25150 1.65274 6.82361  0.40
40 S -2.65375 -4.03317 3.27289  -0.39
41 C -1.16438 -3.43411 3.81651  0.28
42 S -0.31673 -2.26562 2.85030  -0.50
43 C -0.57795 -3.85458 5.02949  0.39
44 C -1.21881 -4.76440 5.90944  -0.17
45 N -1.69154 -5.49411 6.67194  -0.71
46 C 0.69559 -3.41532 5.45128  0.14
47 N 1.72805 -3.05246 5.83378  -0.76
48 C -7.22326 1.10029 -0.03358  -1.51
49 C -6.06104 0.87183 0.92740  -0.10
50 C -4.82465 0.38955 0.18944  0.26
51 S -3.26920 0.54789 1.11740  1.05
52 O -3.31458 1.89712 1.76487  -0.77
53 C -3.53993 -0.68954 2.42259  0.71
54 C -4.18936 -0.12308 3.68124  -0.08
55 C -4.06343 -1.10265 4.84389  -1.28
56 H -8.12016 1.42058 0.50027  0.44
57 H -7.46732 0.18753 -0.58214  0.30
58 H -6.97367 1.87096 -0.76655  0.30
59 H -6.34897 0.14154 1.68531  0.17
60 H -5.80873 1.79686 1.45013  0.29
61 H -4.65433 1.00040 -0.70046  -0.50
62 H -4.90163 -0.65714 -0.12256  0.20
63 H -2.54704 -1.08783 2.65586  -1.80
64 H -4.11944 -1.51036 1.99421  0.80
65 H -5.23856 0.11989 3.50104  0.35
66 H -3.70432 0.82428 3.92815  0.07
67 H -4.54784 -2.05441 4.62177  0.38
68 H -4.50927 -0.68320 5.74908  0.42
69 H -3.01721 -1.34565 5.03781  0.04
70 C -4.08759 2.21567 -3.55321  -1.37
71 As -2.66242 2.24464 -2.18557  0.39
72 C -1.93599 0.47373 -2.61061  -0.52
73 C -1.39146 3.32320 -3.21917  -0.72
74 H -3.68164 1.93968 -4.52797  0.37
75 H -4.55836 3.19749 -3.62343  0.41
76 H -4.85144 1.48924 -3.27083  0.36
77 H -1.93054 0.29210 -3.68594  0.46
78 H -2.54127 -0.29365 -2.12489  0.51
79 H -0.91002 0.38629 -2.24430  -0.37
80 H -1.39170 3.03840 -4.27157  0.35
81 H -0.39355 3.17336 -2.80940  -0.14
82 H -1.65242 4.37866 -3.12975  0.46
83 C 1.14470 4.15768 1.52531  -0.55
84 C 0.59389 3.19723 0.58141  0.27
85 N 0.15536 2.43632 -0.15561  0.25
86 H 1.43956 5.06580 1.00133  0.47
87 H 2.01891 3.72387 2.00974  -0.07
88 H 0.39995 4.39259 2.28401  -0.09
89 C 5.26330 -0.26271 -1.66754  -0.28
90 Si 4.09880 -1.64962 -2.25301  0.27
91 C 4.02483 -2.93001 -0.85608  -1.03
92 C 5.09738 -2.51785 -3.62367  -1.19
93 Si 1.97023 -0.81366 -2.71032  0.31
94 Si 1.34335 -2.32637 -4.37479  -0.04
95 C 2.32200 -2.45790 -6.00533  -1.06
96 C 1.30907 -4.09930 -3.69485  -1.10
97 C -0.42347 -1.93490 -4.95374  -0.69
98 Si 2.59080 0.95149 -4.09163  -0.29
99 C 1.20074 1.38870 -5.31337  -0.81
100 C 4.14008 0.85194 -5.19618  -1.07
101 C 2.89102 2.50888 -3.03309  -0.55
102 H 6.12153 -0.65681 -1.11194  0.41
103 H 4.73519 0.44671 -1.02997  -0.61
104 H 5.64650 0.30223 -2.52213  0.34
105 H 5.01461 -3.12255 -0.42742  0.33
106 H 3.63168 -3.87818 -1.23229  0.29
107 H 3.36050 -2.60851 -0.05115  0.08
108 H 6.09011 -2.80302 -3.25586  0.40
109 H 5.22860 -1.86913 -4.49225  0.29
110 H 4.59310 -3.42679 -3.96032  0.24
111 H 3.36806 -2.71585 -5.82647  0.28
112 H 2.30225 -1.51141 -6.55253  0.24
113 H 1.88542 -3.22698 -6.65229  0.37
114 H 2.31651 -4.42760 -3.42514  0.32
115 H 0.91390 -4.81287 -4.42609  0.41
116 H 0.70102 -4.14858 -2.78809  0.27
117 H -0.44870 -0.94503 -5.42016  0.36
118 H -1.10752 -1.91230 -4.10360  -0.20
119 H -0.79653 -2.66008 -5.68500  0.41
120 H 1.16649 0.65680 -6.12516  0.31
121 H 1.34541 2.38014 -5.75595  0.44
122 H 0.22784 1.37187 -4.81936  -0.16
123 H 4.07330 0.01493 -5.89488  0.24
124 H 5.04416 0.71263 -4.59849  0.26
125 H 4.25969 1.77376 -5.77754  0.37
126 H 2.10071 2.62314 -2.28622  -0.21
127 H 2.93731 3.42218 -3.63675  0.50
128 H 3.83930 2.40938 -2.49407  0.07
129 S -4.08287 -3.59892 -0.04820  -0.26
130 C -2.46631 -3.01274 -0.21199  0.89
131 N -1.82931 -3.32681 -1.28887  -0.05
132 C -2.65046 -4.09886 -2.11215  -0.49
133 C -2.27355 -4.63369 -3.34753  0.12
134 C -3.19626 -5.37412 -4.05568  -0.81
135 C -4.48756 -5.58995 -3.55119  -0.36
136 C -4.87399 -5.07463 -2.33251  -0.79
137 C -3.94238 -4.32659 -1.60784  0.74
138 H -2.02407 -2.50638 0.64644  -0.30
139 H -1.27641 -4.45561 -3.72006  0.08
140 H -2.92618 -5.79572 -5.01641  0.41
141 H -5.19175 -6.17866 -4.12814  0.35
142 H -5.86802 -5.25383 -1.94247  0.39

Entry 2:
Formula: C47H76FN12
Source: the OMol25 dataset
Level of theory: ωB97M-V/def2-TZVPD

## Properties
* charge: +1
* lowest unoccupied orbital energy: -4.25 eV
* Kohn-Sham gap: 0.31597 Eh
* highest occupied orbital energy: -0.472 Eh

Last column: Mulliken charge in e.
Atoms and positions in Å:
1 C -5.51092 -5.23104 4.12106  0.10
2 C -5.27792 -4.76950 3.04383  -0.81
3 C -4.96682 -4.18409 1.75552  -0.10
4 C -4.58024 -2.74877 1.98342  0.19
5 N -5.53425 -1.88145 2.22775  -0.75
6 N -5.15178 -0.64380 2.45416  0.41
7 C -3.91206 -0.19250 2.44016  -0.70
8 C -2.88966 -1.07132 2.18554  -0.31
9 C -3.23585 -2.35943 1.95459  0.72
10 F -2.31902 -3.26401 1.71976  -0.29
11 H -5.65438 -5.38824 5.15769  0.44
12 H -4.15688 -4.71486 1.27097  0.41
13 H -5.83737 -4.20455 1.10740  -0.07
14 H -5.88982 0.01907 2.68408  0.42
15 H -3.71894 0.84305 2.65013  0.66
16 H -1.87452 -0.71380 2.17613  0.56
17 C -2.66241 -0.49706 6.44264  -0.47
18 C -3.41174 0.47549 7.34508  -0.38
19 C -4.93021 0.26561 7.31090  -0.61
20 C -5.46257 0.57237 5.98828  0.36
21 N -5.88266 0.83602 4.95335  -0.50
22 H -2.92506 -0.34653 5.39182  -0.06
23 H -1.58766 -0.34818 6.53682  0.00
24 H -2.88407 -1.53425 6.70615  0.39
25 H -3.16618 1.49642 7.05901  0.32
26 H -3.07120 0.34526 8.37276  0.36
27 H -5.42502 0.90751 8.04094  0.32
28 H -5.17903 -0.76379 7.57550  0.32
29 C 1.71074 0.16975 6.99939  -0.99
30 C 2.13328 1.53636 7.52977  -0.04
31 C 1.07145 2.17688 8.42934  -0.51
32 C -0.14336 2.50112 7.68676  0.31
33 N -1.08903 2.77549 7.09612  -0.51
34 H 0.83142 0.24890 6.35505  0.07
35 H 2.51352 -0.27291 6.40989  0.37
36 H 1.47539 -0.51917 7.81430  0.35
37 H 2.36065 2.19892 6.69291  -0.07
38 H 3.05123 1.42807 8.10881  0.38
39 H 1.45869 3.09732 8.86871  0.35
40 H 0.82075 1.51024 9.25707  0.33
41 C -0.69705 1.12127 -1.61243  -1.16
42 C 0.76679 1.17663 -1.19346  -0.34
43 C 1.08336 0.21719 -0.04607  0.35
44 C 0.39752 0.58751 1.18789  0.27
45 N -0.14084 0.88121 2.16061  -0.59
46 H -1.35987 1.45424 -0.80693  0.32
47 H -0.86473 1.77225 -2.46845  0.14
48 H -0.98169 0.10786 -1.89936  0.30
49 H 1.02959 2.20067 -0.91943  0.43
50 H 1.38828 0.90743 -2.04349  0.46
51 H 2.15612 0.21378 0.13968  -0.50
52 H 0.80695 -0.80180 -0.32574  0.29
53 C -7.03565 -1.04352 -1.63554  -0.98
54 C -7.59045 -2.17295 -2.49721  -0.51
55 C -6.71890 -3.43240 -2.48312  -0.08
56 C -5.40238 -3.20698 -3.07622  0.20
57 N -4.36555 -3.02909 -3.53507  -0.37
58 H -6.07411 -0.68969 -2.01215  0.35
59 H -7.72545 -0.20057 -1.63797  0.36
60 H -6.90401 -1.37056 -0.59952  0.14
61 H -7.71142 -1.81784 -3.52086  0.34
62 H -8.58294 -2.44724 -2.13721  0.32
63 H -7.21686 -4.23124 -3.03418  0.31
64 H -6.58850 -3.78915 -1.45912  -0.06
65 C -0.34103 -3.31027 -6.22758  -0.98
66 C 0.26120 -4.36468 -5.30338  -0.55
67 C -0.21915 -4.21820 -3.85586  -0.32
68 C 0.22444 -2.96657 -3.25109  0.24
69 N 0.54202 -1.96793 -2.78313  -0.40
70 H -0.03026 -2.30738 -5.94020  0.17
71 H -0.01725 -3.47816 -7.25503  0.36
72 H -1.43007 -3.34141 -6.20869  0.32
73 H 1.35089 -4.30942 -5.33890  0.31
74 H -0.01607 -5.35944 -5.65539  0.33
75 H 0.15515 -5.04895 -3.25438  0.31
76 H -1.30972 -4.25743 -3.81142  0.17
77 C 7.42932 0.50278 -0.64638  -0.94
78 C 6.49150 1.13396 0.37616  -0.71
79 C 5.05323 0.61282 0.27613  -0.10
80 C 4.41891 0.97990 -0.99076  0.28
81 N 3.92176 1.26583 -1.98554  -0.48
82 H 7.13166 0.75079 -1.66610  0.36
83 H 8.44683 0.86093 -0.50458  0.43
84 H 7.44140 -0.58433 -0.54892  0.01
85 H 6.49827 2.21846 0.25761  0.33
86 H 6.85923 0.92311 1.38171  0.39
87 H 4.45556 1.02155 1.09434  0.12
88 H 5.03683 -0.47400 0.38096  0.37
89 C 0.35554 2.52846 -6.47238  -1.01
90 C 0.90877 1.48544 -7.43610  -0.55
91 C -0.18331 0.84556 -8.29970  -0.50
92 C -1.12215 0.06296 -7.49802  0.28
93 N -1.84820 -0.56530 -6.86880  -0.45
94 H -0.33096 2.07663 -5.75243  0.21
95 H 1.16408 2.99752 -5.91156  0.40
96 H -0.18066 3.31248 -7.01067  0.35
97 H 1.44028 0.71230 -6.87860  0.31
98 H 1.63702 1.95672 -8.09756  0.35
99 H 0.26735 0.18709 -9.04379  0.30
100 H -0.73219 1.61378 -8.84672  0.33
101 C -1.14001 5.39241 -4.08625  -0.94
102 C -2.30965 4.95008 -3.21529  -0.48
103 C -3.24300 3.96777 -3.93196  0.00
104 C -3.92186 4.58103 -5.07169  0.02
105 N -4.45633 5.06335 -5.96505  -0.42
106 H -1.48506 5.94168 -4.96301  0.38
107 H -0.47217 6.04667 -3.52649  0.36
108 H -0.56102 4.53173 -4.42776  0.07
109 H -2.87464 5.82359 -2.88585  0.35
110 H -1.92583 4.46399 -2.31615  0.27
111 H -4.00065 3.60120 -3.23693  0.33
112 H -2.68389 3.09686 -4.27896  0.08
113 C 11.00297 -4.62560 -1.94683  -1.15
114 C 9.79860 -4.19922 -1.11544  -0.45
115 C 8.96289 -3.10846 -1.79368  -0.30
116 C 9.70107 -1.85446 -1.93361  0.28
117 N 10.29821 -0.88097 -2.04547  -0.46
118 H 11.70347 -3.80084 -2.08278  0.35
119 H 11.53745 -5.43700 -1.45422  0.34
120 H 10.69427 -4.97670 -2.93296  0.30
121 H 10.13256 -3.85207 -0.13632  0.29
122 H 9.15496 -5.06372 -0.94329  0.32
123 H 8.06115 -2.91515 -1.20957  0.19
124 H 8.63606 -3.44158 -2.78010  0.32
125 C -0.14681 3.81675 3.75283  -0.96
126 C 1.00541 4.20726 2.83427  -0.54
127 C 2.25707 3.35221 3.05596  0.21
128 C 2.84354 3.55350 4.37990  0.05
129 N 3.30252 3.70856 5.42125  -0.54
130 H 0.10030 3.98308 4.80141  0.27
131 H -1.03214 4.41055 3.52624  0.39
132 H -0.40609 2.76310 3.62884  0.14
133 H 1.24902 5.26137 2.97488  0.41
134 H 0.69517 4.08950 1.79438  0.26
135 H 3.01288 3.59781 2.30770  0.34
136 H 2.01465 2.29455 2.93051  -0.07